# 1
123
Properties=species:S:1:pos:R:3:lowdin_charge:R:1 method="wB97M-V/def2-TZVPD" charge=-1
C -0.148 5.110 2.642 -0.1065
C -0.986 5.366 1.333 -0.2643
C -0.214 4.839 0.085 -0.2113
C 0.113 3.309 0.107 -0.1984
C -1.030 2.447 -0.503 -0.1866
C -0.544 1.064 -1.033 -0.2072
C -0.656 0.857 -2.560 -0.2069
C 0.053 1.938 -3.426 -0.1961
C 1.387 2.477 -2.828 -0.2168
C 2.593 2.433 -3.815 -0.2322
C 3.572 1.268 -3.505 -0.2427
C 4.139 1.310 -2.047 -0.4816
N 3.655 0.146 -1.275 -0.1905
H -0.292 4.054 2.928 0.0593
H 0.909 5.216 2.345 0.0720
H -0.409 5.805 3.452 0.0598
H -2.013 4.974 1.407 0.0918
H -1.077 6.462 1.256 0.0797
H -0.825 5.095 -0.805 0.0972
H 0.713 5.438 -0.013 0.1045
H 1.080 3.187 -0.405 0.0815
H 0.263 2.922 1.133 0.0946
H -1.636 3.007 -1.243 0.1039
H -1.731 2.233 0.331 0.1024
H -1.158 0.279 -0.548 0.0809
H 0.490 0.882 -0.682 0.0942
H -1.719 0.807 -2.881 0.0998
H -0.222 -0.123 -2.827 0.1044
H -0.613 2.780 -3.703 0.0974
H 0.300 1.453 -4.394 0.0937
H 1.705 1.986 -1.895 0.0620
H 1.215 3.544 -2.573 0.0999
H 2.188 2.356 -4.847 0.0891
H 3.156 3.384 -3.742 0.0950
H 3.087 0.310 -3.757 0.0857
H 4.444 1.397 -4.186 0.0826
H 5.250 1.402 -2.060 0.0673
H 3.675 2.220 -1.568 0.0645
H 4.173 0.192 -0.388 -0.1228
C -4.483 -2.730 -0.255 -0.0577
C -3.465 -1.776 0.349 -0.4886
C -2.224 -2.503 0.834 -0.0569
O -4.066 -1.071 1.440 -0.0688
H -4.821 -3.458 0.489 0.0785
H -5.367 -2.184 -0.592 0.0745
H -4.062 -3.272 -1.104 0.0828
H -3.175 -1.032 -0.395 0.1296
H -2.473 -3.226 1.617 0.0824
H -1.516 -1.793 1.269 0.0801
H -1.729 -3.032 0.018 0.0624
H -4.324 -1.718 2.102 0.0766
C 1.189 -6.458 -1.304 -0.0617
C 0.532 -5.101 -1.490 -0.4749
C 1.393 -3.986 -0.918 -0.0445
O -0.749 -5.082 -0.852 -0.0760
H 1.332 -6.680 -0.242 0.0676
H 0.559 -7.252 -1.713 0.0748
H 2.159 -6.488 -1.801 0.0536
H 0.359 -4.921 -2.553 0.1373
H 1.540 -4.119 0.154 0.0567
H 0.907 -3.018 -1.056 0.0799
H 2.372 -3.955 -1.401 0.0748
H -0.611 -5.238 0.087 0.0791
C 2.405 0.376 2.190 -0.0668
C 3.066 1.728 2.401 -0.4924
C 4.512 1.570 2.842 -0.0642
O 2.332 2.469 3.378 -0.0700
H 2.393 -0.199 3.123 0.0695
H 1.366 0.502 1.879 0.0691
H 2.928 -0.204 1.426 0.0594
H 3.027 2.302 1.475 0.1338
H 4.570 1.033 3.794 0.0735
H 4.974 2.548 2.998 0.0739
H 5.093 1.024 2.097 0.0768
H 2.352 1.981 4.206 0.0760
C 4.993 -4.328 -4.501 -0.0589
C 4.843 -5.252 -3.303 -0.4925
C 6.093 -6.094 -3.094 -0.0683
O 3.714 -6.108 -3.492 -0.0706
H 5.146 -4.907 -5.418 0.0770
H 4.087 -3.737 -4.642 0.0835
H 5.836 -3.648 -4.373 0.0824
H 4.646 -4.660 -2.408 0.1325
H 6.282 -6.729 -3.965 0.0766
H 5.969 -6.758 -2.236 0.0750
H 6.969 -5.465 -2.926 0.0793
H 3.870 -6.637 -4.279 0.0840
C -4.302 7.899 -0.753 -0.0628
C -4.285 6.955 0.440 -0.4957
C -5.643 6.900 1.122 -0.0649
O -3.295 7.380 1.374 -0.0684
H -4.542 8.919 -0.437 0.0782
H -3.320 7.934 -1.227 0.0802
H -5.037 7.584 -1.496 0.0786
H -3.999 5.955 0.111 0.1362
H -5.927 7.887 1.500 0.0778
H -5.613 6.226 1.979 0.0789
H -6.418 6.555 0.434 0.0778
H -3.531 8.263 1.675 0.0872
C 3.695 -3.670 3.048 -0.0547
C 3.093 -5.065 2.971 -0.4912
C 4.043 -6.111 3.536 -0.0689
O 2.784 -5.379 1.614 -0.0720
H 4.616 -3.613 2.462 0.0857
H 3.007 -2.932 2.632 0.0744
H 3.922 -3.394 4.080 0.0788
H 2.152 -5.090 3.523 0.1376
H 4.976 -6.134 2.965 0.0799
H 3.602 -7.107 3.466 0.0756
H 4.280 -5.907 4.582 0.0763
H 3.604 -5.361 1.110 0.0926
C -7.084 1.064 1.078 -0.0591
C -8.140 0.437 1.973 -0.4990
C -7.862 0.726 3.440 -0.0665
O -8.173 -0.974 1.758 -0.0585
H -6.094 0.655 1.302 0.0673
H -7.289 0.842 0.029 0.0801
H -7.049 2.148 1.205 0.0770
H -9.126 0.821 1.705 0.1339
H -6.897 0.308 3.740 0.0800
H -8.622 0.262 4.073 0.0755
H -7.851 1.799 3.637 0.0777
H -7.308 -1.325 1.989 0.0748

---

# 2
140
Properties=species:S:1:pos:R:3:lowdin_charge:R:1 method="wB97M-V/def2-TZVPD" charge=-3
P -0.564 0.259 0.869 0.1171
O 0.304 1.422 0.269 -0.4109
O -0.795 0.540 2.425 -0.4467
O -0.096 -1.203 0.735 -0.3693
O -1.988 0.338 0.294 -0.4018
C 1.279 -4.633 1.074 -0.0673
C 0.216 -4.396 0.044 -0.4829
C -0.542 -5.730 -0.280 -0.0680
O -0.786 -3.516 0.575 -0.0906
H 2.230 -4.894 0.609 0.0638
H 1.038 -5.473 1.725 0.0699
H 1.362 -3.737 1.690 0.0693
H 0.547 -3.991 -0.912 0.1143
H 0.173 -6.477 -0.623 0.0539
H -1.150 -5.480 -1.149 0.0545
H -1.151 -6.089 0.551 0.0711
H -0.381 -2.657 0.710 -0.0447
C 1.638 1.763 -5.593 -0.1366
O 1.834 1.524 -4.218 -0.2172
C 1.716 0.179 -3.777 -0.1848
C 1.364 0.086 -2.251 -0.1757
N 1.204 -1.285 -1.734 -0.0248
C 2.414 -1.794 -1.148 -0.2099
C 3.316 -2.589 -2.138 -0.1727
O 4.661 -2.553 -1.596 -0.2007
C 5.411 -3.658 -2.119 -0.1374
H 0.610 1.649 -5.937 0.0750
H 2.180 1.057 -6.223 0.0722
H 1.889 2.789 -5.862 0.0665
H 2.693 -0.228 -4.038 0.0958
H 0.923 -0.299 -4.353 0.1112
H 0.347 0.477 -2.236 0.0810
H 1.931 0.758 -1.606 0.1062
H 0.607 -1.148 -0.931 0.0336
H 2.131 -2.386 -0.278 0.0959
H 3.057 -1.064 -0.655 0.0912
H 3.322 -2.076 -3.100 0.0947
H 2.950 -3.610 -2.247 0.1047
H 5.405 -3.577 -3.206 0.0719
H 5.036 -4.617 -1.761 0.0766
H 6.478 -3.629 -1.896 0.0680
C -1.732 5.724 -3.967 -0.1100
O -1.622 4.585 -3.096 -0.2037
C -2.444 3.494 -3.490 -0.2187
C -2.224 2.211 -2.668 -0.2009
N -2.889 2.173 -1.377 -0.0066
C -4.324 1.895 -1.503 -0.2197
C -5.135 2.218 -0.249 -0.2415
O -4.948 3.464 0.371 -0.1574
C -5.321 4.494 -0.548 -0.1226
H -2.676 6.263 -3.895 0.0748
H -1.555 5.337 -4.970 0.0711
H -0.896 6.417 -3.867 0.0740
H -2.249 3.140 -4.502 0.1025
H -3.496 3.778 -3.487 0.0991
H -1.150 2.069 -2.546 0.1079
H -2.552 1.318 -3.201 0.0991
H -2.485 1.443 -0.807 0.0197
H -4.596 0.884 -1.806 0.0938
H -4.768 2.404 -2.358 0.0855
H -4.967 1.411 0.464 0.1267
H -6.198 2.117 -0.469 0.0964
H -6.202 4.238 -1.137 0.0722
H -4.483 4.792 -1.178 0.0785
H -5.595 5.346 0.075 0.0709
C -2.894 -1.882 8.634 -0.1487
O -2.181 -1.951 7.425 -0.1904
C -2.141 -0.696 6.753 -0.2184
C -0.998 -0.647 5.756 -0.1960
N -0.928 -1.868 4.892 -0.0092
C 0.383 -1.891 4.098 -0.1523
C 1.640 -2.345 4.867 -0.2249
O 1.429 -3.637 5.375 -0.1754
C 2.348 -4.038 6.318 -0.1687
H -2.239 -1.585 9.453 0.0743
H -3.361 -2.848 8.829 0.0771
H -3.679 -1.126 8.634 0.0732
H -1.984 0.072 7.510 0.1037
H -3.112 -0.449 6.322 0.1230
H -0.025 -0.397 6.181 0.0982
H -1.158 0.165 5.047 0.1117
H -0.826 -2.668 5.499 0.0642
H 0.561 -0.878 3.737 0.0805
H 0.177 -2.558 3.261 0.0993
H 1.755 -1.709 5.746 0.0967
H 2.532 -2.162 4.269 0.1193
H 2.139 -5.032 6.713 0.0764
H 2.327 -3.410 7.209 0.0734
H 3.393 -3.975 6.015 0.0787
C 2.776 1.717 4.319 -0.0839
C 2.519 1.920 2.879 -0.4763
C 3.026 0.746 1.979 -0.1839
O 4.337 0.381 2.239 -0.1944
C 4.936 -0.486 1.362 -0.1546
N 1.159 2.253 2.581 0.0396
H 3.823 1.821 4.605 0.0571
H 2.499 0.712 4.636 0.0616
H 2.254 2.467 4.914 0.0685
H 3.094 2.790 2.561 0.1004
H 2.962 1.067 0.939 0.1064
H 2.384 -0.112 2.181 0.1227
H 5.137 -0.011 0.402 0.0848
H 4.282 -1.337 1.173 0.0721
H 5.832 -0.928 1.797 0.0751
H 0.976 2.020 1.615 -0.0244
H 0.595 1.464 2.864 -0.0076
C -1.953 -1.569 -2.981 -0.0642
C -3.248 -1.863 -2.276 -0.4785
C -4.023 -3.080 -2.768 -0.1902
O -4.351 -3.019 -4.170 -0.1906
C -5.057 -4.153 -4.656 -0.1462
N -2.930 -1.880 -0.880 0.0770
H -1.467 -0.680 -2.578 0.0602
H -2.122 -1.529 -4.057 0.0634
H -1.272 -2.392 -2.764 0.0740
H -3.978 -1.078 -2.473 0.1089
H -4.885 -3.144 -2.103 0.1155
H -3.328 -3.904 -2.606 0.1152
H -4.499 -5.089 -4.621 0.0734
H -5.547 -3.897 -5.596 0.0744
H -5.873 -4.438 -3.991 0.0647
H -2.125 -2.484 -0.797 0.0403
H -2.580 -0.963 -0.641 0.0022
C 2.485 4.204 0.088 -0.0627
C 1.413 4.668 -0.916 -0.3855
C 1.805 4.478 -2.437 -0.2075
O 2.978 5.161 -2.758 -0.1869
C 3.414 4.841 -4.089 -0.1093
N 0.137 4.039 -0.504 0.0750
H 2.846 3.197 -0.122 0.0654
H 2.331 4.206 1.167 0.0615
H 3.394 4.749 -0.170 0.0521
H 1.254 5.735 -0.758 0.1075
H 1.000 4.843 -3.074 0.0980
H 1.817 3.399 -2.587 0.1118
H 4.181 5.534 -4.436 0.0692
H 2.555 4.973 -4.748 0.0671
H 3.774 3.814 -4.147 0.0821
H -0.503 4.028 -1.285 0.0232
H 0.301 3.054 -0.351 0.0028

---

# 3
156
Properties=species:S:1:pos:R:3:lowdin_charge:R:1 method="wB97M-V/def2-TZVPD" charge=0 s2=8.75 spin_multiplicity=6
Mn 6.761 -13.675 -4.711 0.8095
N 8.918 -12.671 -2.241 -0.5975
O 9.117 -11.491 -2.059 -0.0158
O 9.339 -13.387 -1.331 -0.0052
O 8.162 -13.024 -3.145 -0.0973
O 5.878 -12.048 -5.394 -0.3927
H 5.180 -11.381 -5.249 -0.0266
C 4.969 -16.680 -5.081 -0.0702
C 4.275 -15.514 -4.362 -0.2470
N 5.132 -14.690 -3.484 -0.1886
C 4.156 -13.567 -3.024 -0.2095
C 4.804 -12.558 -2.090 -0.0770
C 5.766 -15.576 -2.402 -0.1936
C 4.704 -16.109 -1.426 -0.0817
H 4.765 -17.613 -4.554 0.0733
H 6.055 -16.710 -5.175 0.0435
H 4.600 -16.725 -6.105 0.0682
H 3.842 -14.852 -5.112 0.1061
H 3.388 -15.766 -3.782 0.1117
H 3.845 -13.073 -3.945 0.1009
H 3.293 -13.990 -2.511 0.1032
H 4.084 -11.771 -1.870 0.0717
H 5.032 -13.138 -1.195 0.0671
H 5.785 -12.181 -2.378 0.0534
H 6.568 -15.074 -1.861 0.1095
H 6.232 -16.488 -2.776 0.0877
H 5.228 -16.384 -0.511 0.0753
H 4.276 -17.052 -1.765 0.0703
H 3.896 -15.430 -1.156 0.0646
C 1.344 -9.736 -7.837 -0.0729
C 1.267 -10.374 -6.442 -0.2194
N 0.556 -9.423 -5.553 -0.2107
C 1.507 -8.728 -4.677 -0.2241
C 2.667 -8.077 -5.533 -0.0723
C -0.564 -10.003 -4.880 -0.2610
C -1.695 -10.360 -5.903 -0.0813
H 0.634 -10.134 -8.562 0.0697
H 2.355 -9.764 -8.244 0.0323
H 1.185 -8.658 -7.834 0.0692
H 0.679 -11.291 -6.411 0.1017
H 2.230 -10.602 -5.984 0.1025
H 1.077 -7.794 -4.313 0.1139
H 1.829 -9.395 -3.878 0.0761
H 3.290 -7.678 -4.732 0.0594
H 3.271 -8.770 -6.118 0.0313
H 2.173 -7.345 -6.173 0.0786
H -0.875 -9.429 -4.008 0.1182
H -0.354 -11.032 -4.587 0.0962
H -1.324 -10.693 -6.872 0.0566
H -2.232 -9.442 -6.143 0.0633
H -2.367 -11.108 -5.483 0.0666
O 10.083 -11.929 -7.517 -0.2717
S 9.404 -11.934 -6.235 0.6904
O 8.457 -13.004 -5.894 -0.3490
O 10.542 -11.923 -5.057 -0.2699
C 11.907 -11.394 -5.301 -0.2454
C 12.107 -10.139 -4.479 -0.0605
C 8.734 -10.342 -5.855 -0.1120
H 12.164 -11.140 -6.329 0.1077
H 12.699 -12.140 -5.236 0.1145
H 11.765 -9.243 -4.998 0.0754
H 13.196 -10.173 -4.507 0.0799
H 11.619 -10.200 -3.506 0.0863
H 7.816 -10.155 -6.411 0.0444
H 9.493 -9.675 -6.266 0.0762
H 8.728 -10.118 -4.789 0.0679
O 6.544 -9.485 -10.124 -0.2698
S 6.375 -8.537 -9.056 0.5904
O 7.157 -8.646 -7.862 -0.2900
O 6.481 -7.106 -9.765 -0.2540
C 7.485 -6.201 -9.328 -0.2513
C 7.974 -5.364 -10.565 -0.0494
C 4.693 -8.481 -8.494 -0.1166
H 8.325 -6.752 -8.905 0.1060
H 7.148 -5.614 -8.474 0.1185
H 7.145 -4.731 -10.883 0.0690
H 8.328 -5.929 -11.428 0.0766
H 8.799 -4.703 -10.300 0.0706
H 4.466 -7.490 -8.102 0.0869
H 4.716 -9.217 -7.690 0.0500
H 4.177 -8.902 -9.357 0.0709
O 1.224 -9.848 -1.813 -0.3108
S 2.268 -9.037 -1.103 0.6811
O 3.605 -8.984 -1.719 -0.3254
O 1.729 -7.563 -0.819 -0.2670
C 2.565 -6.626 -0.054 -0.2269
C 2.001 -6.267 1.342 -0.0633
C 2.500 -9.522 0.729 -0.0750
H 2.718 -5.677 -0.568 0.1192
H 3.599 -6.960 0.032 0.1080
H 2.708 -5.656 1.904 0.0833
H 1.871 -7.160 1.954 0.0541
H 1.054 -5.731 1.406 0.0798
H 3.326 -8.951 1.154 0.0582
H 2.701 -10.593 0.739 0.0630
H 1.584 -9.253 1.254 0.0598
O 5.859 -7.836 -5.218 -0.2948
S 6.790 -7.650 -4.138 0.6681
O 8.206 -7.664 -4.343 -0.2852
O 6.478 -6.214 -3.337 -0.2537
C 6.640 -5.001 -3.998 -0.2984
C 6.262 -3.716 -3.175 -0.0588
C 6.435 -8.993 -2.911 -0.0810
H 6.111 -4.879 -4.943 0.1142
H 7.708 -4.910 -4.194 0.1120
H 6.379 -2.740 -3.645 0.0750
H 6.843 -3.653 -2.255 0.0680
H 5.238 -3.799 -2.811 0.0640
H 5.915 -8.412 -2.150 0.0335
H 7.384 -9.201 -2.416 0.0577
H 5.874 -9.875 -3.219 0.0645
O 4.295 -14.797 -8.293 -0.2932
S 5.619 -14.301 -7.926 0.7334
O 6.265 -14.546 -6.658 -0.3412
O 6.642 -14.717 -9.166 -0.2731
C 6.641 -16.017 -9.780 -0.2428
C 5.471 -16.158 -10.731 -0.0848
C 5.688 -12.446 -8.346 -0.0632
H 6.613 -16.678 -8.914 0.1199
H 7.530 -16.180 -10.389 0.1227
H 4.540 -16.323 -10.189 0.0620
H 5.626 -17.001 -11.405 0.0761
H 5.303 -15.290 -11.368 0.0860
H 6.685 -12.131 -8.037 0.0512
H 5.052 -11.855 -7.687 0.0438
H 5.477 -12.328 -9.408 0.0707
O 9.400 -17.269 -5.783 -0.2775
S 8.907 -16.574 -4.589 0.6539
O 7.911 -15.525 -4.665 -0.3301
O 8.414 -17.685 -3.581 -0.2829
C 9.003 -19.019 -3.557 -0.1993
C 8.061 -19.865 -2.629 -0.0465
C 10.340 -15.955 -3.708 -0.0827
H 10.037 -18.902 -3.232 0.1119
H 9.119 -19.446 -4.553 0.1134
H 7.177 -20.233 -3.150 0.0740
H 7.786 -19.412 -1.676 0.0772
H 8.551 -20.804 -2.373 0.0708
H 10.022 -15.513 -2.764 0.0644
H 10.705 -15.165 -4.365 0.0750
H 11.127 -16.690 -3.538 0.0750
O 8.408 -9.251 1.690 -0.3164
S 7.928 -10.632 1.467 0.6789
O 8.831 -11.727 1.250 -0.2695
O 6.772 -10.910 2.665 -0.2996
C 7.117 -11.657 3.863 -0.2445
C 8.237 -10.972 4.676 -0.0766
C 6.713 -10.670 0.095 -0.1042
H 7.321 -12.701 3.626 0.1095
H 6.198 -11.718 4.447 0.1130
H 8.630 -11.625 5.456 0.0690
H 7.793 -10.196 5.298 0.0743
H 9.189 -10.697 4.222 0.0773
H 6.162 -11.598 0.243 0.0551
H 7.283 -10.853 -0.816 0.0331
H 6.059 -9.798 0.098 0.0639

---

Kohn-Sham gap? In order: 3.9 3.6 7.9 eV.